Below is 2 unconnected molecules or ions with the total composition HN2O3P in a non-equilibrium geometry, with properties calculated with ωB97M-V with the def2-TZVPD basis set.

Structure (XYZ):
```
7
HN2O3P, DFT ωB97M-V with the def2-TZVPD basis set
O -1.486 2.308 -0.387
N -1.803 1.344 -1.025
P -2.145 0.113 -1.770
O 0.685 0.232 -1.930
N 1.382 -0.379 -1.177
O 0.881 -0.626 0.027
H -0.013 -0.237 0.184
```

- SMILES: [O-][N+]#P.O=NO
- LUMO level (alpha / beta): -0.31 / -0.31 eV
- Multiplicity: 1
- Orbital gap (alpha / beta): 9.32 / 9.32 eV
- F_max: 2.08 eV/A
- Charge: 0

---

Below is 2 unconnected molecules or ions with the total composition HN2O5 in a non-equilibrium geometry, with properties calculated with ωB97M-V with the def2-TZVPD basis set.

Structure (XYZ):
```
8
HN2O5, DFT ωB97M-V with the def2-TZVPD basis set
N -1.525 0.106 -0.133
N 1.529 -0.141 0.052
O -2.634 0.205 0.314
O 0.907 -1.248 -0.162
O 2.584 0.077 -0.466
O -0.962 0.960 -0.730
O 0.991 0.680 0.853
H -0.889 -0.641 0.272
```

- LUMO level: 4.39 eV
- Multiplicity: 1
- Orbital gap: 9.22 eV
- F_max: 3.28 eV/A
- Charge: -1

---

Below is a molecular structure, HN2O5S in a non-equilibrium geometry, with properties calculated with ωB97M-V with the def2-TZVPD basis set.

Structure (XYZ):
```
9
HN2O5S, DFT ωB97M-V with the def2-TZVPD basis set
N 1.219 0.021 -1.609
N 2.218 -0.155 -1.211
O 0.178 1.164 0.340
O -0.070 -1.268 0.177
O 0.138 -0.263 2.382
O -1.883 0.154 1.012
O 0.236 0.008 -2.206
S -0.288 -0.053 0.955
H -1.749 0.391 0.161
```

- LUMO level: 3.93 eV
- Multiplicity: 1
- Orbital gap: 9.13 eV
- F_max: 7.15 eV/A
- Charge: -1

---

Below is 2 unconnected molecules or ions with the total composition HN2O6S in a non-equilibrium geometry, with properties calculated with ωB97M-V with the def2-TZVPD basis set.

Structure (XYZ):
```
10
HN2O6S, DFT ωB97M-V with the def2-TZVPD basis set
N -2.004 1.099 0.777
N 2.887 0.060 0.270
O -1.864 -0.106 0.297
O 2.979 -0.421 1.378
O 3.737 0.058 -0.577
O 1.643 1.954 -0.759
O 0.478 -0.217 -0.485
O -1.047 1.899 0.538
S 1.216 1.003 0.197
H -0.577 -0.362 -0.067
```

- LUMO level: 3.93 eV
- Multiplicity: 1
- Orbital gap: 9.56 eV
- F_max: 2.82 eV/A
- Charge: -1

---

Below is 2 unconnected molecules or ions with the total composition HN2P in a non-equilibrium geometry, with properties calculated with ωB97M-V with the def2-TZVPD basis set.

Structure (XYZ):
```
4
HN2P, DFT ωB97M-V with the def2-TZVPD basis set
N -0.910 0.448 0.665
N -0.866 0.439 -0.541
P 0.009 -0.938 0.111
H 1.767 0.050 -0.236
```

- LUMO level: -0.24 eV
- Multiplicity: 1
- Orbital gap: 9.51 eV
- F_max: 4.14 eV/A
- Charge: 0

---

Below is a molecular structure, HN3O in a non-equilibrium geometry, with properties calculated with ωB97M-V with the def2-TZVPD basis set.

Structure (XYZ):
```
5
HN3O, DFT ωB97M-V with the def2-TZVPD basis set
N 2.510 -0.881 -0.334
N 3.385 -0.199 0.400
N 1.720 0.169 -0.161
O 2.699 0.945 0.287
H 4.582 -0.099 0.285
```

- LUMO level: 0.55 eV
- Multiplicity: 1
- Orbital gap: 11.37 eV
- F_max: 8.45 eV/A
- Charge: 0